Entry 1:
{"formula": "C31H97N3O19", "method": "ωB97M-V/def2-TZVPD", "species": ["C", "O", "H", "H", "H", "H", "C", "O", "H", "H", "H", "H", "C", "O", "H", "H", "H", "H", "C", "O", "H", "H", "H", "H", "O", "H", "H", "O", "H", "H", "O", "H", "H", "O", "H", "H", "O", "H", "H", "O", "H", "H", "O", "H", "H", "O", "H", "H", "O", "H", "H", "O", "H", "H", "O", "H", "H", "O", "H", "H", "C", "C", "C", "C", "C", "C", "N", "O", "C", "C", "C", "H", "H", "H", "H", "H", "H", "H", "H", "H", "H", "H", "H", "H", "H", "H", "H", "H", "H", "H", "C", "C", "C", "C", "C", "C", "N", "O", "C", "C", "C", "H", "H", "H", "H", "H", "H", "H", "H", "H", "H", "H", "H", "H", "H", "H", "H", "H", "H", "H", "C", "C", "C", "C", "C", "C", "N", "O", "C", "C", "C", "H", "H", "H", "H", "H", "H", "H", "H", "H", "H", "H", "H", "H", "H", "H", "H", "H", "H", "H"], "positions_angstrom": [[-1.82, -6.41, 3.11], [-0.48, -6.73, 2.67], [-2.14, -7.15, 3.85], [-1.88, -5.48, 3.69], [-2.50, -6.08, 2.33], [0.08, -6.01, 2.98], [-2.22, -5.45, -2.01], [-3.03, -4.85, -3.04], [-1.39, -6.06, -2.37], [-1.82, -4.68, -1.34], [-2.80, -6.13, -1.39], [-2.62, -4.04, -3.36], [5.16, -3.31, -0.11], [4.75, -4.13, -1.21], [5.76, -2.43, -0.34], [4.26, -2.91, 0.36], [5.83, -3.79, 0.61], [3.87, -4.43, -0.98], [-4.47, -2.05, -0.71], [-4.21, -3.17, 0.11], [-5.43, -2.00, -1.22], [-4.34, -1.09, -0.21], [-3.75, -1.91, -1.52], [-3.35, -3.57, -0.03], [1.09, -5.55, 5.44], [1.28, -4.71, 5.87], [1.19, -6.20, 6.13], [4.87, -0.68, -2.15], [5.16, 0.02, -1.56], [4.71, -1.43, -1.58], [5.35, -0.10, 0.54], [5.75, 0.76, 0.42], [4.88, -0.03, 1.37], [2.74, -5.86, -0.19], [2.46, -5.74, 0.72], [2.43, -6.74, -0.43], [2.03, 3.33, 1.19], [1.84, 4.11, 1.72], [2.85, 2.99, 1.56], [0.48, -5.23, -3.51], [1.15, -4.57, -3.34], [0.85, -6.04, -3.14], [-1.19, -0.35, 7.08], [-1.67, -1.12, 7.39], [-0.35, -0.40, 7.54], [1.67, 1.58, 5.05], [2.41, 1.12, 4.66], [1.86, 2.51, 4.93], [-1.97, 0.87, 4.83], [-1.46, 0.47, 5.54], [-1.46, 1.65, 4.60], [3.96, -0.24, 4.42], [4.81, -0.61, 4.64], [3.33, -0.93, 4.64], [-1.22, -2.88, -3.95], [-0.52, -3.53, -4.09], [-1.82, -3.01, -4.68], [1.88, -4.35, 2.44], [2.32, -4.36, 3.29], [1.53, -3.46, 2.36], [-2.57, 3.33, -0.31], [-2.23, 4.61, 0.40], [-3.19, 5.74, -0.03], [-4.50, 5.72, 0.72], [-4.26, 5.66, 2.15], [-3.36, 4.44, 2.68], [-2.12, 4.37, 1.85], [-1.13, 3.55, 2.20], [-3.07, 4.79, 4.21], [-4.08, 3.03, 2.61], [-0.92, 5.08, -0.29], [-2.05, 2.44, 0.03], [-2.50, 3.41, -1.39], [-3.58, 3.16, 0.08], [-2.71, 6.70, 0.18], [-3.42, 5.81, -1.09], [-5.06, 4.88, 0.33], [-5.12, 6.54, 0.36], [-5.24, 5.68, 2.64], [-3.67, 6.49, 2.55], [-4.01, 5.08, 4.68], [-2.47, 3.99, 4.65], [-2.43, 5.66, 4.28], [-4.79, 3.02, 1.79], [-3.35, 2.22, 2.57], [-4.60, 2.78, 3.54], [-0.30, 4.22, -0.57], [-0.38, 5.76, 0.37], [-1.04, 5.49, -1.29], [-1.30, 2.72, 1.76], [1.98, 1.93, -6.93], [1.27, 3.03, -6.11], [-0.20, 2.80, -5.76], [-0.40, 1.71, -4.81], [0.36, 1.96, -3.53], [1.86, 2.21, -3.67], [2.08, 3.11, -4.83], [3.45, 3.40, -4.97], [2.46, 2.92, -2.45], [2.52, 0.84, -3.96], [1.43, 4.39, -6.80], [2.88, 1.47, -6.51], [2.39, 2.27, -7.88], [1.24, 1.17, -7.19], [-0.45, 3.76, -5.30], [-0.76, 2.80, -6.70], [-0.04, 0.82, -5.33], [-1.47, 1.59, -4.62], [0.22, 1.18, -2.78], [0.01, 2.87, -3.04], [2.10, 3.93, -2.25], [2.16, 2.24, -1.65], [3.53, 2.82, -2.32], [2.16, 0.19, -4.76], [3.56, 0.92, -4.28], [2.52, 0.21, -3.08], [2.44, 4.64, -7.12], [1.00, 5.23, -6.24], [0.88, 4.26, -7.73], [3.79, 2.56, -5.29], [-0.58, -1.39, -0.99], [0.58, -1.77, 0.01], [1.43, -0.61, 0.37], [0.74, 0.26, 1.44], [0.33, -0.50, 2.67], [-0.61, -1.78, 2.45], [0.07, -2.44, 1.31], [-0.63, -3.57, 1.08], [-0.72, -2.57, 3.82], [-1.98, -1.28, 2.08], [1.53, -2.76, -0.68], [-1.28, -2.20, -1.13], [-0.19, -1.12, -1.97], [-1.12, -0.48, -0.71], [2.35, -1.03, 0.77], [1.65, 0.08, -0.44], [-0.18, 0.67, 1.02], [1.45, 0.98, 1.83], [-0.29, 0.24, 3.18], [1.13, -0.75, 3.36], [-0.84, -1.75, 4.53], [-1.57, -3.25, 3.89], [0.23, -3.00, 4.12], [-2.72, -2.06, 2.26], [-2.47, -0.43, 2.54], [-1.92, -1.05, 1.01], [2.26, -2.48, -1.44], [0.90, -3.56, -1.07], [2.24, -3.16, 0.05], [0.02, -4.24, 1.30]], "mulliken_spin": [0.0000, 0.0000, 0.0000, 0.0000, 0.0000, 0.0000, 0.0000, 0.0000, 0.0000, 0.0000, 0.0000, 0.0000, 0.0000, 0.0000, 0.0000, 0.0000, 0.0000, 0.0000, -0.0001, 0.0000, 0.0000, 0.0001, 0.0000, 0.0000, 0.0000, 0.0000, 0.0000, 0.0000, 0.0000, 0.0000, 0.0000, 0.0000, 0.0000, 0.0000, 0.0000, 0.0000, -0.0002, -0.0004, 0.0001, 0.0000, 0.0000, 0.0000, 0.0000, 0.0000, 0.0000, 0.0000, 0.0000, 0.0000, 0.0001, 0.0001, -0.0002, 0.0000, 0.0000, 0.0000, 0.0000, 0.0000, 0.0000, 0.0000, 0.0000, 0.0000, 0.0930, -0.0172, 0.0216, -0.0145, 0.0224, -0.0254, 0.7069, 0.0330, 0.0388, 0.1012, 0.0297, -0.0012, -0.0009, -0.0031, -0.0027, -0.0012, 0.0011, -0.0003, -0.0008, -0.0085, -0.0008, -0.0002, -0.0034, 0.0026, -0.0142, 0.0012, -0.0002, -0.0072, 0.0026, 0.0393, 0.0000, 0.0000, 0.0000, -0.0001, 0.0001, 0.0000, 0.0000, 0.0000, 0.0000, 0.0000, 0.0000, 0.0000, 0.0000, 0.0000, 0.0000, 0.0000, 0.0000, 0.0000, 0.0001, -0.0004, 0.0001, 0.0000, 0.0000, 0.0000, 0.0000, 0.0000, 0.0000, 0.0000, 0.0000, 0.0000, 0.0009, 0.0010, 0.0003, 0.0047, 0.0011, 0.0014, 0.0000, -0.0001, 0.0001, -0.0003, -0.0003, 0.0000, 0.0001, -0.0003, -0.0001, 0.0001, 0.0012, 0.0023, -0.0023, -0.0001, 0.0000, 0.0000, 0.0000, 0.0000, -0.0007, 0.0000, 0.0000, 0.0000, 0.0000, 0.0000], "spin_multiplicity": 2, "largest_force_ev_per_a": 3.9, "gap_ev": [7.01, 2.94], "total_charge": 1}

=====

Entry 2:
{"formula": "C30H35BO2", "method": "ωB97M-V/def2-TZVPD", "species": ["C", "C", "C", "C", "C", "C", "O", "B", "C", "C", "C", "C", "C", "C", "C", "C", "C", "C", "C", "C", "C", "O", "H", "H", "H", "H", "H", "H", "H", "H", "H", "H", "H", "H", "H", "H", "H", "H", "H", "H", "H", "H", "H", "H", "H", "H", "C", "C", "C", "C", "C", "C", "C", "C", "C", "C", "C", "H", "H", "H", "H", "H", "H", "H", "H", "H", "H", "H"], "positions_angstrom": [[0.76, 2.95, -2.04], [1.06, 1.56, -2.62], [0.48, 1.43, -4.02], [2.59, 1.07, -2.55], [3.29, 0.85, -3.86], [3.47, 2.02, -1.76], [2.61, -0.23, -1.90], [1.44, -0.14, -1.15], [1.56, 0.32, 0.44], [0.42, 0.42, 1.24], [0.53, 0.58, 2.63], [1.78, 0.88, 3.19], [2.89, 0.97, 2.35], [2.80, 0.62, 0.99], [-2.94, 0.60, 1.17], [-3.78, 0.92, 2.24], [-3.26, 1.40, 3.50], [-4.10, 1.68, 4.56], [-5.50, 1.58, 4.40], [-6.04, 1.21, 3.14], [-5.20, 0.90, 2.09], [0.42, 0.68, -1.74], [1.15, 3.75, -2.67], [-0.32, 3.10, -1.96], [1.18, 3.05, -1.04], [0.92, 2.18, -4.68], [0.67, 0.43, -4.43], [-0.60, 1.59, -4.02], [3.14, 1.73, -4.49], [4.36, 0.70, -3.65], [2.91, -0.06, -4.36], [3.61, 2.94, -2.33], [3.09, 2.30, -0.78], [4.45, 1.55, -1.61], [-0.54, 0.25, 0.79], [-0.35, 0.41, 3.25], [1.87, 1.03, 4.26], [3.87, 1.26, 2.75], [3.71, 0.54, 0.38], [-1.96, 1.07, 1.23], [-3.32, 0.26, 0.20], [-2.19, 1.57, 3.60], [-3.70, 2.02, 5.53], [-6.17, 1.81, 5.23], [-7.12, 1.20, 2.99], [-5.59, 0.68, 1.10], [0.60, -2.44, -1.95], [-0.35, -2.33, -3.15], [-1.55, -1.66, -2.55], [-1.32, -1.19, -1.29], [0.01, -1.49, -0.79], [0.32, -2.28, 0.46], [-0.73, -2.88, 1.17], [-0.45, -3.66, 2.29], [0.87, -3.86, 2.72], [1.92, -3.30, 1.98], [1.64, -2.57, 0.82], [0.54, -3.49, -1.60], [1.65, -2.25, -2.21], [0.11, -1.75, -3.96], [-0.57, -3.33, -3.55], [-2.48, -1.56, -3.11], [-2.02, -0.63, -0.69], [-1.76, -2.74, 0.83], [-1.28, -4.12, 2.83], [1.08, -4.43, 3.62], [2.95, -3.45, 2.30], [2.47, -2.19, 0.22]], "mulliken_charge": [-1.8947, 1.7088, -2.0101, 1.9771, -1.8407, -2.3073, -0.7295, 0.8567, 1.1331, -0.1493, -0.0721, -1.0018, -0.7767, -1.2528, -0.6861, 0.9076, -0.2571, -0.6594, -0.3257, -0.5159, -0.5010, 0.2500, 0.4160, 0.3705, 0.2790, 0.4293, 0.2988, 0.4023, 0.3840, 0.4277, 0.3097, 0.4307, 0.4566, 0.4936, -0.5461, 0.5530, 0.3921, 0.4044, 0.4609, 0.4208, 0.3597, 0.3846, 0.3657, 0.3641, 0.3599, 0.3915, -0.7861, -0.6940, -0.6680, -0.7969, 1.7566, 0.2529, -0.5707, -0.8320, -0.5618, -0.9505, -0.4085, 0.6963, 0.2080, 0.1762, 0.4444, 0.4305, -0.0996, 0.4218, 0.3910, 0.3737, 0.4311, 0.3239], "largest_force_ev_per_a": 4.3, "gap_ev": 2.71, "e_above_lowest_kcal_mol": 60.3}

=====

Entry 3:
{"formula": "C3H13BrSi3", "method": "ωB97M-V/def2-TZVPD", "species": ["C", "C", "C", "Si", "Si", "Si", "Br", "H", "H", "H", "H", "H", "H", "H", "H", "H", "H", "H", "H", "H"], "positions_angstrom": [[-3.10, 0.18, -0.04], [-0.59, -1.33, 0.28], [-0.87, 1.06, 2.04], [3.22, 0.85, -3.38], [0.84, 1.28, -0.61], [-1.13, 0.48, 0.19], [3.21, -1.15, -4.31], [-3.24, -0.10, -1.10], [-3.33, -0.61, 0.70], [-3.76, 0.95, 0.27], [0.32, -1.39, 0.98], [-1.37, -1.99, 0.64], [-0.28, -1.65, -0.69], [-1.17, 0.15, 2.58], [0.16, 1.18, 2.42], [-1.56, 1.89, 2.23], [4.30, 1.74, -3.97], [3.78, 0.41, -2.13], [1.99, 1.59, -3.73], [0.62, 2.18, -1.74]], "mulliken_charge": [-1.1328, -1.2043, -1.1607, 0.4538, 0.0322, 0.5774, -0.2231, 0.2659, 0.3193, 0.3838, 0.3180, 0.3190, 0.4052, 0.2842, 0.4111, 0.3255, -0.1194, -0.0521, -0.0799, -0.1230], "largest_force_ev_per_a": 2.6, "gap_ev": 7.01, "e_above_lowest_kcal_mol": 59.7}

=====

Entry 4:
{"formula": "C6H6ClN", "method": "ωB97M-V/def2-TZVPD", "species": ["C", "C", "C", "C", "C", "Cl", "N", "C", "H", "H", "H", "H", "H", "H"], "positions_angstrom": [[-2.10, -0.24, 0.03], [-0.60, -0.10, -0.06], [0.07, 1.08, -0.05], [1.45, 1.07, -0.03], [2.09, -0.13, -0.03], [3.83, -0.20, 0.00], [1.49, -1.29, -0.02], [0.14, -1.28, -0.04], [-2.43, -1.27, 0.03], [-2.51, 0.26, 0.92], [-2.47, 0.25, -0.85], [-0.49, 2.06, -0.03], [1.95, 2.06, 0.13], [-0.42, -2.26, 0.01]], "mulliken_charge": [-1.3310, 0.7592, -0.2388, -0.2685, 0.2324, -0.1854, -0.5336, -0.2834, 0.3443, 0.3048, 0.3262, 0.3184, 0.3101, 0.2452], "largest_force_ev_per_a": 2.5, "smiles": "Cc1ccc(Cl)nc1", "gap_ev": 10.17, "e_above_lowest_kcal_mol": 6.0}

=====

What is the formula in the second record? C30H35BO2